Entry 1:
Computed, not measured: a 2-piece molecular cluster, C4H9N2O2 overall, with ωB97M-V with the def2-TZVPD basis set.

Properties
- Energy above the lowest of the compared OMol25 structures with the same formula, charge and spin: 5.531 eV
- Electronic energy: -11365.6346 eV
- Orbital gap: 7.61 eV
- Spin multiplicity: 1
- Net charge: -1

CARTESIAN COORDINATES (ANGSTROEM)
H -0.01 -3.10 -1.48
H 0.77 -1.46 0.32
H -0.34 0.73 0.03
C 0.72 -2.28 -1.64
H -1.73 1.81 -0.64
N 2.10 -0.49 -0.90
C 1.12 -1.43 -0.74
H -1.50 0.20 1.79
O 1.95 0.19 1.29
H -0.88 2.41 0.69
O 3.28 1.14 -0.16
H 0.91 -2.13 -2.76
H -3.02 0.46 0.72
N 2.41 0.26 0.12
H -2.50 1.46 1.94
C -2.16 0.80 1.14
C -1.12 1.43 0.27


Entry 2:
Computed, not measured: C25H32F4N4ReSSe as an isolated structure, with ωB97M-V with the def2-TZVPD basis set.

Properties
- Energy above the lowest of the compared OMol25 structures with the same formula, charge and spin: 0.651 eV
- Electronic energy: -121571.3888 eV
- Orbital gap (alpha / beta): 6.87 / 6.34 eV
- Spin multiplicity: 2
- Net charge: +2

CARTESIAN COORDINATES (ANGSTROEM)
C 3.03 4.57 -1.22
C -3.69 0.39 1.25
H -2.87 -0.77 -0.90
H -4.39 0.75 1.99
C 3.30 2.61 -2.54
C -3.44 1.52 0.27
F 4.03 1.85 -3.35
C -0.64 -3.66 0.48
C 1.76 4.16 -0.88
H 3.31 4.05 3.41
H 0.41 -7.67 0.48
H -0.13 0.36 4.65
C 2.50 2.09 4.05
F 3.49 5.71 -0.71
H -2.62 -3.63 1.26
H -2.79 0.07 1.77
H 3.18 1.65 4.76
H 4.81 4.12 -2.33
C -2.79 0.07 -1.59
C -1.73 -3.00 1.27
H -4.36 1.74 -0.28
H -1.99 0.35 -3.61
C 1.39 -4.96 -0.95
C 2.58 -2.82 -1.49
H 3.19 -2.30 -0.75
H 2.17 -5.47 -1.50
C 0.33 -7.20 -0.50
N -0.07 2.55 -1.01
H 1.54 -0.20 4.87
H 3.22 -3.50 -2.04
C 0.42 -2.97 -0.12
H -3.15 2.44 0.79
C 1.45 -3.58 -0.84
H -0.62 -7.52 -0.94
C 1.24 2.97 -1.37
C -0.64 -5.04 0.32
C 0.83 0.20 4.16
H -3.32 2.94 -1.72
C 0.70 2.25 2.77
H -2.00 -2.02 0.88
H 1.21 4.11 1.97
H -0.84 -0.35 -2.48
F 1.55 1.05 -2.70
H -4.15 -0.47 0.77
C 0.37 -5.70 -0.37
Se 0.55 -1.07 0.08
S -0.87 1.88 2.08
C 3.81 3.80 -2.06
F 1.00 4.89 -0.03
H 0.71 -0.49 3.32
C -2.34 2.47 -1.69
Re -0.38 1.01 0.03
H 1.14 -7.57 -1.12
N -2.38 1.27 -0.77
H -1.43 -2.87 2.31
C -1.24 3.42 -1.27
H -1.02 4.14 -2.06
C -1.89 -0.31 -2.75
N 1.44 3.35 2.61
H -3.80 0.28 -1.96
H -1.49 3.98 -0.36
H -2.18 -1.31 -3.08
H -1.44 -5.61 0.77
H -2.10 2.11 -2.69
C 2.57 3.27 3.39
N 1.34 1.47 3.65
C 2.03 2.19 -2.20
H 2.20 -2.07 -2.19


Entry 3:
Computed, not measured: one molecule with the formula C27H22N2O6, with ωB97M-V with the def2-TZVPD basis set.

Properties
- Energy above the lowest of the compared OMol25 structures with the same formula, charge and spin: 6.564 eV
- Electronic energy: -43617.5017 eV
- SMILES: COc1c(OC(C)=O)ccc(/C=C/c2ccc3cccc(OCc4ccccc4)c3n2)c1[N+](=O)[O-]
- Orbital gap: 7.42 eV
- Spin multiplicity: 1

CARTESIAN COORDINATES (ANGSTROEM)
O -4.69 -3.36 -0.50
C 1.14 -2.05 -0.12
C 3.54 -3.40 -0.09
C -4.74 0.82 -0.47
H 2.98 0.74 0.95
O -6.15 -0.82 0.34
H 6.77 -1.31 0.13
C -7.29 3.43 -0.23
C 1.14 -3.46 -0.17
H -1.46 -2.74 -0.53
H 0.12 -0.19 0.07
C -3.50 1.32 -0.81
H 2.29 3.07 1.11
N 2.26 -1.36 -0.05
H 5.15 6.10 0.16
H -1.42 0.91 -1.02
C 4.66 -1.22 0.05
C -3.76 -1.34 -0.07
C -4.90 -0.53 -0.07
H -5.74 -2.20 1.84
C -6.47 -1.99 1.06
H 4.83 -5.12 -0.11
C 4.85 5.07 0.15
C 5.29 2.78 -0.42
H -7.44 -1.78 1.52
H 6.63 4.39 -0.83
H -7.36 3.77 -1.26
H -8.05 2.68 -0.06
C 3.45 -1.98 -0.03
C -2.48 -0.83 -0.37
C 5.94 -3.29 0.01
C 3.63 4.69 0.69
C 3.62 0.96 0.09
C 5.67 4.11 -0.41
C -1.31 -1.68 -0.36
H 5.93 2.03 -0.86
C 4.07 2.40 0.12
O 4.76 0.12 0.10
O -3.13 -3.27 0.97
N -3.88 -2.76 0.17
C 4.79 -4.04 -0.06
C 2.33 -4.12 -0.15
C -0.06 -1.24 -0.14
C 5.87 -1.90 0.07
C -5.93 2.83 -0.01
H 2.98 5.44 1.13
H 6.90 -3.77 0.03
H -6.56 -2.86 0.40
H 3.03 0.77 -0.82
H 2.37 -5.20 -0.18
O -5.90 1.57 -0.52
C -2.38 0.51 -0.74
H -7.42 4.27 0.44
H -3.41 2.35 -1.12
H 0.21 -4.01 -0.20
O -5.00 3.36 0.52
C 3.24 3.36 0.68


Entry 4:
Computed, not measured: one molecule with the formula C6H9NOS, with ωB97M-V with the def2-TZVPD basis set.

Properties
- Energy above the lowest of the compared OMol25 structures with the same formula, charge and spin: 2.606 eV
- Electronic energy: -20737.0535 eV
- Orbital gap: 9.76 eV
- Spin multiplicity: 1

CARTESIAN COORDINATES (ANGSTROEM)
C 1.40 1.63 0.05
N -2.33 2.56 -0.03
H 2.10 2.19 -0.58
H 0.23 0.78 -1.68
C -0.44 -2.27 0.04
C -1.63 1.65 0.13
H -0.62 0.30 1.37
H 0.36 -1.97 -0.50
O -3.00 -1.24 0.46
C 1.65 0.16 -0.21
H -0.68 -3.18 -0.28
H -0.19 -2.32 1.14
C 0.38 0.76 -0.67
C -0.76 0.57 0.26
H 2.47 -0.29 -0.90
H 1.64 -0.33 0.78
S -1.81 -1.08 -0.35
H 1.23 2.09 0.96


Entry 5:
Computed, not measured: C18H18Br6F2O3 as an isolated structure, with ωB97M-V with the def2-TZVPD basis set.

Properties
- Electronic energy: -450787.4612 eV
- Orbital gap: 8.47 eV
- Spin multiplicity: 1

CARTESIAN COORDINATES (ANGSTROEM)
C -6.01 -2.21 1.89
H -3.73 2.52 1.13
Br -6.00 2.09 0.26
H -5.47 -2.71 1.08
H 6.96 -1.99 -0.75
Br -0.19 -1.44 -0.37
H 5.07 -0.24 -0.75
C 3.83 2.90 -3.61
Br -3.26 -1.37 -1.05
H 4.38 3.64 -0.33
C -4.45 3.21 0.68
C 3.31 -3.06 -0.15
C 2.34 1.78 -2.16
C 5.68 -3.50 -0.39
H -5.73 -0.73 4.28
O -3.71 -1.58 2.23
F 5.47 4.38 -2.66
H -5.96 0.54 3.04
H 2.37 -3.59 -0.20
H 2.22 1.42 -4.18
H 2.65 1.91 -0.03
C -3.05 -0.68 3.00
Br -1.53 1.14 -1.98
Br -3.83 4.02 -1.04
C 5.90 -2.16 -0.59
C 4.84 -1.26 -0.48
H 2.73 -0.95 -0.22
C 4.43 3.51 -2.54
H 4.14 3.06 -4.63
C 4.01 3.20 -1.25
F 6.66 -4.46 -0.54
C 2.82 1.91 -3.43
Br -5.00 4.82 1.75
O -1.89 -0.53 3.21
H -1.93 0.28 0.47
C -1.77 -0.20 -0.49
H 1.46 1.16 -2.19
H 4.17 -4.99 -0.20
H -5.28 -0.47 1.29
C 4.37 -3.93 -0.22
C 3.53 -1.66 -0.36
H -6.97 -1.81 1.57
H -6.23 -2.98 2.63
C 2.99 2.22 -1.00
O -3.98 0.11 3.69
C -5.30 -0.24 3.41
C -5.06 -1.08 2.16


Entry 6:
Computed, not measured: one molecule with the formula C6H9NS, with ωB97M-V with the def2-TZVPD basis set.

Properties
- Energy above the lowest of the compared OMol25 structures with the same formula, charge and spin: 3.625 eV
- Electronic energy: -18689.5854 eV
- SMILES: C=C1SCC[C@@H]2N[C@@H]12
- Orbital gap: 9.42 eV
- Spin multiplicity: 1

CARTESIAN COORDINATES (ANGSTROEM)
H -2.13 -1.69 0.42
H 2.60 1.25 -1.56
C 1.08 -0.36 0.23
C -1.73 0.39 0.85
N 1.14 -1.69 -0.36
H -2.65 0.34 0.12
H -0.85 -1.54 1.68
C -1.28 -1.08 0.67
H 1.52 -1.61 -1.25
C 1.79 1.77 -1.12
H 1.29 -0.25 1.26
H -0.40 -0.54 -1.26
S -0.48 1.67 0.60
C -0.16 -1.03 -0.28
C 0.98 0.97 -0.34
H -2.29 0.60 1.77
H 1.56 2.79 -1.45


Entry 7:
Computed, not measured: one molecule with the formula C13H12O, with ωB97M-V with the def2-TZVPD basis set.

Properties
- Energy above the lowest of the compared OMol25 structures with the same formula, charge and spin: 3.465 eV
- Electronic energy: -15717.3733 eV
- Orbital gap: 9.48 eV
- Spin multiplicity: 1

CARTESIAN COORDINATES (ANGSTROEM)
C 0.74 0.17 -0.31
C 1.06 0.12 1.04
C -0.75 1.96 -0.14
H -0.43 4.04 0.20
H 0.34 0.65 1.78
C -2.65 -1.21 1.10
C 3.31 -0.67 0.45
C -0.88 3.05 0.55
C -0.61 0.77 -0.68
C -1.58 0.06 -1.55
H 3.70 -0.79 -1.67
C 1.66 -0.23 -1.23
C -1.85 -1.42 -1.16
O -2.92 -1.55 -0.12
C -2.51 -0.99 2.26
H -1.04 2.91 1.66
C 2.35 -0.13 1.40
H 1.42 -0.44 -2.30
H -2.35 -2.12 -1.87
H -2.01 -0.99 3.23
H -2.58 0.53 -1.45
H -1.23 0.03 -2.58
H 4.40 -0.98 0.60
C 2.93 -0.65 -0.89
H -0.95 -1.84 -0.77
H 2.45 -0.27 2.46